(1)
This record from the OMol25 dataset describes an isolated molecule of C4H10N4. The level of theory is wB97M-V/def2-TZVPD.

Properties
DFT total energy	-10265.352	eV
maximum force	0.119	Eh/bohr

CARTESIAN COORDINATES (ANGSTROEM)
C: -0.68884 0.10421 0.27013
C: 0.65788 -0.40909 0.06638
C: -0.95071 1.64214 0.11015
C: 1.77397 0.66277 -0.19302
N: -1.83721 -0.74479 0.89402
N: -1.76957 -0.96619 -0.60159
N: 0.87939 -1.58742 -0.71991
N: 0.95260 -1.71464 0.65135
H: -0.50751 2.22387 0.95728
H: -1.96011 1.78526 0.16829
H: -0.48370 1.86905 -0.84073
H: 2.79401 0.28506 -0.26925
H: 1.74124 1.60270 0.41761
H: 1.33602 0.97855 -1.22258
H: -1.30449 -1.51244 1.22036
H: -2.51453 -0.51104 -1.03146
H: -0.01379 -1.94159 -0.96589
H: 1.89536 -1.76639 1.08885

(2)
This record from the OMol25 dataset describes an isolated molecule of C6H11N. The level of theory is wB97M-V/def2-TZVPD.

Properties
DFT total energy	-7882.273	eV
maximum force	0.148	Eh/bohr

CARTESIAN COORDINATES (ANGSTROEM)
C: 0.05680 1.73966 -0.95646
C: 0.76247 0.68185 -0.16729
C: 0.56687 -0.65651 -1.07596
C: 0.16308 -1.46565 0.17156
C: -0.96840 -0.71785 0.79945
C: -0.24379 0.38128 1.16321
H: -0.97171 1.21007 -1.14676
H: -0.16360 2.93502 -0.76116
H: 0.61671 1.91525 -1.87736
H: 1.73289 1.02071 0.21574
H: -0.56956 -0.51706 -1.46760
H: 1.43549 -0.80741 -1.82824
H: 0.99936 -1.20980 1.09570
H: -0.19507 -3.11012 1.53310
H: -1.72413 -0.69814 0.15843
H: -1.03695 1.30962 1.08117
H: 0.31920 0.29640 2.18221
N: -0.77967 -2.30731 0.88026

(3)
This record from the OMol25 dataset describes an isolated molecule of C5H10FPS2. The level of theory is wB97M-V/def2-TZVPD.

Properties
DFT total energy	-39022.476	eV
maximum force	0.102	Eh/bohr

CARTESIAN COORDINATES (ANGSTROEM)
C: 1.57609 1.88006 -1.60876
C: 1.21200 -0.86429 0.43150
C: -0.80663 0.30026 1.34466
C: -0.55822 -0.19337 -1.19081
C: 0.08624 0.20655 0.15416
F: -0.33298 2.96825 -0.05370
P: 0.94954 1.95784 0.10511
S: 3.06523 1.15833 -1.89380
S: 3.35531 1.27408 -3.83943
H: 1.35222 2.48013 -2.47330
H: 0.79372 -1.85883 0.69352
H: 1.63968 -1.01847 -0.45979
H: 1.94596 -0.65923 1.15743
H: -1.10571 -0.69853 1.59379
H: -1.66883 0.83003 1.22270
H: -0.26883 0.81972 2.06748
H: 0.05275 -0.20409 -2.05434
H: -0.92298 -1.23716 -1.15782
H: -1.34742 0.37380 -1.30993

(4)
This record from the OMol25 dataset describes a structure of composition C45H40IrO3PSSb2. The level of theory is wB97M-V/def2-TZVPD.

Properties
DFT total energy	-89459.929	eV
maximum force	0.069	Eh/bohr
total charge	+3
⟨S²⟩	8.788
multiplicity	6

CARTESIAN COORDINATES (ANGSTROEM)
Ir: 0.11715 -0.57070 0.53050
O: 0.44509 -2.79238 1.16476
S: -0.74354 -2.69023 2.08102
O: -0.64391 -3.23612 3.45716
O: -1.07849 -1.17647 2.14552
C: -1.97615 -3.44707 1.22264
C: -2.53824 -4.62269 1.79427
C: -3.67858 -5.14023 1.20990
C: -4.23649 -4.51001 0.06511
C: -3.71396 -3.33166 -0.43547
C: -2.53980 -2.76028 0.08062
P: -1.74862 -1.35440 -0.73799
C: -3.04588 -0.06628 -0.90833
C: -2.99549 0.98991 0.03987
C: -3.90653 2.03152 0.08080
C: -4.91572 2.12121 -0.90883
C: -5.11704 0.99768 -1.65177
C: -4.23068 -0.08976 -1.69784
C: -1.16099 -1.92069 -2.31800
C: -1.77401 -1.70318 -3.55136
C: -1.32414 -2.36517 -4.69872
C: -0.17167 -3.18606 -4.69884
C: 0.45600 -3.37075 -3.46242
C: -0.10980 -2.87991 -2.28973
H: -2.00165 -5.12579 2.61497
H: -4.23981 -5.95918 1.62864
H: -5.05414 -5.06410 -0.39108
H: -4.12976 -2.90528 -1.32346
H: -2.15266 1.02642 0.71000
H: -3.91404 2.75451 0.90378
H: -5.54640 3.04397 -0.97079
H: -6.04182 0.90028 -2.22205
H: -4.44749 -0.94113 -2.35520
H: -2.52629 -0.97636 -3.71748
H: -1.84093 -2.28311 -5.65393
H: 0.15922 -3.67632 -5.61356
H: 1.43410 -3.83994 -3.45481
H: 0.28829 -3.12288 -1.24052
C: 2.89471 1.48430 2.06723
C: 3.32668 2.11809 0.74919
C: 2.29215 2.27821 -0.38657
Sb: 1.60940 0.41333 -1.29917
C: 0.92279 1.53788 -3.01028
C: -0.03992 2.48684 -2.68376
C: -0.82884 3.01109 -3.72194
C: -0.47724 2.80794 -5.08691
C: 0.55823 1.94531 -5.37638
C: 1.23123 1.27493 -4.33943
C: 3.50191 -0.47678 -1.50677
C: 4.19048 -0.11783 -2.66271
C: 5.16071 -0.96262 -3.20243
C: 5.65189 -2.02955 -2.46661
C: 5.07073 -2.35656 -1.22583
C: 3.93012 -1.60483 -0.81489
Sb: 0.71922 1.16205 2.56224
C: 1.00394 -0.06622 4.44901
C: 2.22790 -0.11391 5.10317
C: 2.40530 -0.96977 6.26255
C: 1.35354 -1.76242 6.71962
C: 0.12845 -1.77242 6.05623
C: -0.02371 -0.89941 4.93024
C: 0.14548 3.26438 2.64389
C: -0.80922 3.71050 1.72447
C: -1.40573 4.97887 1.88020
C: -1.00203 5.76685 2.95481
C: 0.04088 5.40458 3.82099
C: 0.64127 4.15943 3.63299
H: 3.19158 2.08806 2.92617
H: 3.35152 0.49367 2.26714
H: 4.27303 1.70497 0.35728
H: 3.49581 3.17091 1.01289
H: 2.82515 2.77109 -1.24622
H: 1.40335 2.90029 -0.08564
H: -0.27542 2.78894 -1.65833
H: -1.72294 3.55706 -3.47437
H: -0.97487 3.33380 -5.87637
H: 0.89279 1.84816 -6.42647
H: 2.02419 0.49532 -4.48156
H: 3.82516 0.73371 -3.26387
H: 5.58224 -0.73848 -4.17661
H: 6.47862 -2.64864 -2.87944
H: 5.32655 -3.20638 -0.62004
H: 3.40669 -1.88847 0.09664
H: 2.98527 0.53735 4.85821
H: 3.33498 -0.82606 6.73931
H: 1.53121 -2.42811 7.55360
H: -0.73627 -2.27681 6.45143
H: -1.03355 -0.83036 4.45814
H: -1.16928 2.96244 1.07220
H: -2.21446 5.39698 1.23626
H: -1.35544 6.78807 3.04480
H: 0.44188 6.08913 4.52194
H: 1.33678 3.75377 4.39239

(5)
This record from the OMol25 dataset describes an isolated molecule of CH3N4P. The level of theory is wB97M-V/def2-TZVPD.

Properties
DFT total energy	-16331.769	eV
maximum force	0.041	Eh/bohr

CARTESIAN COORDINATES (ANGSTROEM)
C: 0.87602 1.17227 1.08519
N: 1.88970 1.83743 1.86411
N: 2.76996 1.06633 2.17729
N: 3.60233 0.36961 2.40097
N: -0.11849 -1.11798 -0.14944
P: 1.21910 -0.39479 0.65570
H: -0.03727 1.77593 0.97031
H: -0.53385 -0.72945 -0.95362
H: 0.25638 -2.00574 -0.38765

(6)
This record from the OMol25 dataset describes a cluster of 6 separate species, C23H51N5O10 in total. The level of theory is wB97M-V/def2-TZVPD.

Properties
DFT total energy	-52597.537	eV
maximum force	0.046	Eh/bohr

CARTESIAN COORDINATES (ANGSTROEM)
C: 0.64737 0.18887 1.12005
N: -0.28393 -0.19732 0.03162
O: -0.37182 0.55916 -0.91184
O: -0.84921 -1.26423 0.10902
H: 1.64976 0.22719 0.69925
H: 0.57538 -0.54948 1.91138
H: 0.38117 1.17994 1.48068
C: -3.77225 0.76088 -5.08929
C: -3.11235 0.52859 -3.72315
C: -4.09039 -0.16401 -2.78264
O: -4.47240 -1.41756 -3.43026
C: -4.90067 -2.40705 -2.51321
N: -1.85972 -0.23027 -3.90661
H: -3.04703 1.22245 -5.75488
H: -4.71249 1.28483 -4.92995
H: -3.99072 -0.21320 -5.52960
H: -2.94847 1.49964 -3.24406
H: -5.01796 0.42213 -2.77041
H: -3.71928 -0.48764 -1.80889
H: -4.93039 -3.33130 -3.09681
H: -5.90608 -2.25973 -2.11841
H: -4.12941 -2.57062 -1.75724
H: -1.40712 -0.41363 -3.01294
H: -2.23970 -1.14483 -4.16846
C: 4.24393 -2.40764 -0.13312
C: 3.75296 -3.78507 -0.46960
C: 2.85379 -3.85795 -1.70945
O: 1.55593 -3.50880 -1.31642
C: 0.88585 -2.71498 -2.27947
N: 4.86498 -4.75185 -0.52285
H: 3.64196 -1.63882 -0.63508
H: 5.25396 -2.13562 -0.44394
H: 4.11046 -2.20615 0.93224
H: 3.11260 -4.16430 0.34210
H: 2.90938 -4.87758 -2.10672
H: 3.30908 -3.18032 -2.44088
H: 0.97873 -3.15853 -3.28216
H: 1.36613 -1.73702 -2.33038
H: -0.19197 -2.73536 -2.14577
H: 5.44282 -4.69068 0.29689
H: 4.52186 -5.66712 -0.76711
C: 6.33983 1.23488 -0.11438
C: 6.05725 2.44866 -1.02518
C: 5.03543 2.09034 -2.11384
O: 3.88691 1.62826 -1.42748
C: 3.03069 0.85922 -2.23448
N: 5.54949 3.57189 -0.18817
H: 5.49334 0.87570 0.47274
H: 7.10761 1.46343 0.62800
H: 6.72343 0.40934 -0.72609
H: 7.04043 2.64507 -1.45734
H: 5.54423 1.25960 -2.62193
H: 4.76568 2.89421 -2.79941
H: 2.53261 0.07087 -1.66984
H: 3.50297 0.43078 -3.12278
H: 2.20476 1.44530 -2.65893
H: 4.78966 3.14214 0.33640
H: 6.24827 3.75437 0.52782
C: -2.93066 0.77467 6.44777
C: -1.76698 0.21169 5.66359
C: -2.05797 -0.95508 4.71588
O: -0.80895 -1.37179 4.19152
C: -0.96265 -2.43563 3.29127
N: -1.14349 1.28391 4.88699
H: -3.52148 0.05267 7.01185
H: -3.63797 1.23272 5.74968
H: -2.52130 1.52311 7.12677
H: -1.09089 -0.19578 6.43087
H: -2.72828 -0.59559 3.92611
H: -2.52754 -1.78826 5.24569
H: -1.43610 -3.31716 3.74905
H: 0.00138 -2.77621 2.91434
H: -1.60460 -2.16619 2.44308
H: -0.71573 1.90499 5.56659
H: -0.43623 0.92613 4.25672
C: -4.65935 3.01324 1.19287
C: -4.35231 3.24257 -0.10130
C: -2.96789 3.35464 -0.64518
O: -2.80763 3.43614 -1.83867
C: -1.91861 3.26509 0.36658
C: -2.18096 3.00147 1.64554
C: -3.59882 2.78657 2.16146
O: -3.86277 2.51860 3.31027
O: -1.24016 2.86164 2.58081
O: -5.32865 3.46995 -0.98411
H: -5.70062 3.05180 1.47548
H: -0.88705 3.26568 0.03415
H: -1.64234 2.63153 3.45393
H: -4.92069 3.56377 -1.86632

(7)
This record from the OMol25 dataset describes a structure of composition C5H13N2O. The level of theory is wB97M-V/def2-TZVPD.

Properties
DFT total energy	-10416.285	eV
maximum force	0.090	Eh/bohr
total charge	-2
⟨S²⟩	0.751
multiplicity	2

CARTESIAN COORDINATES (ANGSTROEM)
C: -0.80997 -0.53307 -0.30590
N: -1.58535 0.08365 0.76144
C: -3.07618 0.49090 -0.03553
C: 0.70685 -0.44808 0.03659
C: 1.49660 -1.40083 -0.84393
N: 1.06825 0.95666 0.07654
C: 2.37209 1.21745 0.73679
O: 3.36806 0.46514 0.28102
H: -0.91752 -0.01698 -1.26288
H: -1.02250 -1.59789 -0.45325
H: -2.44239 -0.39896 0.83477
H: -3.64236 1.09351 0.67510
H: -3.60175 -0.34442 -0.52704
H: -2.79101 1.21433 -0.80808
H: 0.67761 -0.89184 1.06112
H: 1.66866 -0.97943 -1.84347
H: 0.89557 -2.31014 -0.89630
H: 2.52133 -1.41451 -0.45755
H: 0.28094 1.40212 0.52944
H: 2.30774 1.09539 1.85460
H: 2.52535 2.31699 0.58653

(8)
This record from the OMol25 dataset describes a structure of composition C14H41Fe2NO15P. The level of theory is wB97M-V/def2-TZVPD.

Properties
DFT total energy	-125444.984	eV
maximum force	0.060	Eh/bohr
total charge	+1
⟨S²⟩	20.015
multiplicity	9

CARTESIAN COORDINATES (ANGSTROEM)
Fe: 0.57855 -1.26437 2.02024
Fe: 1.44931 2.37981 0.42595
P: 0.80170 -0.14604 -0.02008
O: 1.80635 -1.26346 0.31353
O: 1.01228 0.65461 1.36437
O: -0.57777 -0.75422 0.32303
O: 1.02848 1.03615 -0.98606
C: -2.08759 4.82320 1.37881
C: -0.64959 4.28427 1.23850
C: -0.06601 3.91708 2.56661
O: 1.28847 3.51794 2.30201
C: 2.02439 3.25249 3.51497
N: -0.62596 3.08571 0.35765
H: -2.67532 4.12454 1.98021
H: -2.55828 4.92442 0.40130
H: -2.10749 5.81375 1.83324
H: -0.10944 5.13121 0.80460
H: -0.61448 3.06250 2.98415
H: -0.11330 4.72931 3.29205
H: 3.03398 2.98738 3.20426
H: 1.61334 2.40025 4.05404
H: 2.05689 4.17618 4.08673
H: -1.10809 3.36167 -0.49917
H: -1.29823 2.44675 0.80481
C: -0.46089 -3.90582 0.64660
C: -1.92627 -4.02657 0.94200
O: -2.11450 -5.03896 1.96035
O: 0.20533 -3.33196 1.80080
H: -0.23527 -3.26662 -0.20472
H: -0.02892 -4.87393 0.39272
H: -2.58625 -4.20272 0.09585
H: -2.24326 -3.08138 1.40505
H: -2.72675 -5.70885 1.64849
H: 0.69970 -4.00622 2.27937
C: -2.94657 0.37569 2.82666
C: -1.92590 -0.12583 3.82305
O: -1.14995 -1.24798 3.31852
O: -2.38099 0.99634 1.68439
H: -3.58049 1.12645 3.30042
H: -3.58816 -0.47043 2.54776
H: -2.49841 -0.50072 4.67536
H: -1.28525 0.67915 4.18547
H: -1.33769 -2.01349 3.87166
H: -1.85772 0.31922 1.21126
C: 4.41686 -2.13352 -1.77430
C: 3.89457 -3.50424 -1.39403
O: 2.49853 -3.48583 -1.09345
O: 4.80632 -1.35829 -0.62088
H: 3.69830 -1.53395 -2.34504
H: 5.29816 -2.19507 -2.41699
H: 4.46988 -3.81990 -0.51521
H: 4.08836 -4.19005 -2.21714
H: 2.28999 -2.71044 -0.52844
H: 3.98874 -1.13578 -0.15874
C: 0.51096 1.73350 -4.68380
C: 1.92924 1.29937 -4.32658
O: 1.98729 0.19491 -3.42185
O: -0.17011 2.29197 -3.56126
H: -0.01927 0.84280 -5.03300
H: 0.56844 2.53668 -5.41350
H: 2.46500 2.14300 -3.86255
H: 2.49652 1.03244 -5.21780
H: 1.67292 0.45643 -2.53517
H: -0.00640 1.73530 -2.79123
C: -2.47098 -1.79097 -2.29979
C: -1.70102 -0.75492 -3.08658
O: -1.27254 -1.22006 -4.36165
O: -2.84580 -1.24087 -1.03584
H: -1.81438 -2.64782 -2.07667
H: -3.35112 -2.17333 -2.80790
H: -0.86796 -0.39649 -2.46425
H: -2.28918 0.14606 -3.28259
H: -0.36231 -1.52887 -4.28933
H: -2.04293 -0.96858 -0.54125